Entry 1:
The following is a DFT calculation (ωB97M-V/def2-TZVPD) of 6 unconnected molecules or ions with the total composition C24H33N8O5P in a non-equilibrium geometry.

Values from the calculation:
* HOMO: -9.0 eV
* LUMO: -1.04 eV
* frontier orbital gap: 7.96 eV
* charge: 0
* spin multiplicity: 1
* DFT total energy: -56864.3939 eV
* SMILES: [H]/N=C(/C)CN1C(=O)c2c(CCCN)ccc(P(=O)(O)O)c2C1=O.CC#N.CC#N.CC#N.CC#N.CC#N

Each line ends with the Mulliken charge.
CARTESIAN COORDINATES (ANGSTROEM)
1 H -0.619 -1.325 0.038  0.267
2 N -0.756 -2.278 0.418  -0.670
3 C -0.813 -3.153 -0.579  0.856
4 C -0.979 -4.728 -0.380  -0.974
5 C -0.675 -2.595 -2.076  -1.191
6 N 0.737 -2.438 -2.565  0.135
7 C 1.054 -0.981 -2.502  0.140
8 O 0.622 -0.086 -3.252  -0.566
9 C 2.014 -0.940 -1.233  -0.122
10 C 2.520 0.215 -0.347  0.571
11 C 2.078 1.720 -0.648  -0.474
12 C 1.735 2.396 0.802  -0.658
13 C 0.624 3.557 0.695  -0.015
14 N -0.596 3.092 1.467  -0.725
15 C 3.448 -0.067 0.895  -0.452
16 C 3.872 -1.524 1.248  -0.601
17 C 3.329 -2.680 0.328  0.245
18 P 3.801 -4.436 0.794  1.005
19 O 5.204 -4.759 0.279  -0.694
20 O 2.600 -5.547 0.358  -0.402
21 O 3.861 -4.462 2.521  -0.557
22 C 2.430 -2.398 -0.889  0.348
23 C 1.750 -3.350 -1.971  0.050
24 O 1.984 -4.525 -2.312  -0.506
25 H -2.013 -4.931 0.046  0.481
26 H -0.135 -5.061 0.330  0.219
27 H -0.816 -5.239 -1.400  0.282
28 H -1.262 -3.194 -2.850  0.118
29 H -1.141 -1.538 -2.073  0.575
30 H 2.943 2.264 -1.167  0.276
31 H 1.160 1.703 -1.343  0.401
32 H 1.269 1.535 1.415  0.446
33 H 2.730 2.725 1.249  0.154
34 H 0.367 3.844 -0.384  0.307
35 H 1.038 4.483 1.246  -0.104
36 H -0.911 2.247 0.946  0.281
37 H -0.267 2.721 2.385  0.333
38 H 3.819 0.803 1.544  0.195
39 H 4.522 -1.709 2.163  0.420
40 H 3.025 -6.229 -0.214  0.305
41 H 3.072 -3.935 2.819  0.345
42 C -1.026 7.182 -0.487  -0.805
43 C 0.432 7.130 -0.351  0.314
44 N 1.577 7.086 -0.243  -0.470
45 H -1.376 8.199 -0.660  0.351
46 H -1.373 6.572 -1.324  0.225
47 H -1.527 6.815 0.412  0.359
48 C -5.036 -3.745 -1.488  -0.874
49 C -4.275 -2.513 -1.714  0.447
50 N -3.677 -1.546 -1.892  -0.398
51 H -5.907 -3.805 -2.145  0.327
52 H -4.427 -4.633 -1.673  0.256
53 H -5.399 -3.809 -0.460  0.274
54 C -1.106 -9.107 1.043  -0.887
55 C -1.875 -7.871 0.873  0.409
56 N -2.478 -6.901 0.740  -0.424
57 H -1.742 -9.934 1.367  0.317
58 H -0.625 -9.412 0.111  0.269
59 H -0.319 -8.990 1.792  0.269
60 C -4.145 8.378 -2.749  -0.856
61 C -2.751 8.820 -2.658  0.467
62 N -1.655 9.167 -2.586  -0.425
63 H -4.810 9.202 -3.015  0.314
64 H -4.271 7.601 -3.506  0.277
65 H -4.499 7.967 -1.800  0.275
66 C 1.064 5.286 4.492  -0.805
67 C 0.698 3.878 4.318  0.498
68 N 0.410 2.772 4.182  -0.537
69 H 0.506 5.748 5.310  0.315
70 H 2.127 5.399 4.719  0.275
71 H 0.861 5.868 3.590  0.204

=====

Entry 2:
The following is a DFT calculation (ωB97M-V/def2-TZVPD) of 2 unconnected molecules or ions with the total composition C6H16NO2 in a non-equilibrium geometry.

Values from the calculation:
* HOMO (spin up / spin down): -9.4 / -9.4 eV
* LUMO (spin up / spin down): 0.86 / -1.94 eV
* frontier orbital gap (spin up / spin down): 10.21 / 7.48 eV
* charge: 0
* spin multiplicity: 2
* DFT total energy: -12064.0264 eV

Each line ends with the Löwdin spin population.
CARTESIAN COORDINATES (ANGSTROEM)
1 C 1.460 -2.469 -0.030  0.009
2 N 0.879 -1.248 0.519  0.042
3 C 0.642 -0.215 -0.455  0.064
4 C 0.035 1.060 0.113  0.013
5 C 0.788 1.700 1.277  0.002
6 C 0.027 1.590 2.629  0.000
7 C -0.355 -0.718 -1.593  0.097
8 O -0.670 0.239 -2.477  0.718
9 H 2.146 -2.219 -0.836  0.000
10 H 2.085 -2.948 0.728  0.002
11 H 0.722 -3.155 -0.453  0.003
12 H 0.014 -1.527 0.981  0.001
13 H 1.621 0.037 -0.862  0.000
14 H -0.988 0.948 0.481  0.000
15 H -0.007 1.732 -0.735  0.004
16 H 1.749 1.286 1.523  0.001
17 H 0.989 2.763 1.185  0.001
18 H 0.725 1.843 3.425  0.000
19 H -0.242 0.551 2.791  0.000
20 H -0.816 2.280 2.748  0.000
21 H -1.189 -1.177 -1.053  -0.002
22 H 0.203 -1.472 -2.179  0.048
23 H -2.529 0.177 -2.823  -0.001
24 H -3.785 0.771 -2.107  0.000
25 O -3.502 0.173 -2.796  -0.002

=====

Entry 3:
The following is a DFT calculation (ωB97M-V/def2-TZVPD) of a molecular structure, C16H31NP2SeSr in a non-equilibrium geometry.

Values from the calculation:
* HOMO (spin up / spin down): -5.1 / -5.1 eV
* LUMO (spin up / spin down): -1.18 / -1.18 eV
* frontier orbital gap (spin up / spin down): 3.88 / 3.88 eV
* charge: 0
* spin multiplicity: 1
* DFT total energy: -103337.6175 eV

Each line ends with the Mulliken charge.
CARTESIAN COORDINATES (ANGSTROEM)
1 P 0.249 -1.870 -5.469  1.303
2 P 0.475 2.173 -5.199  1.066
3 C -0.165 -0.403 -6.506  -1.114
4 C 0.788 0.821 -6.465  -1.045
5 H -1.220 -0.090 -6.394  0.567
6 H -0.117 -0.808 -7.532  0.586
7 H 1.834 0.518 -6.313  0.298
8 H 0.734 1.373 -7.423  0.543
9 C -1.009 2.939 -6.021  -1.514
10 H -1.415 3.731 -5.365  0.368
11 H -1.803 2.200 -6.211  0.362
12 H -0.679 3.389 -6.972  0.529
13 C 1.720 3.426 -5.678  -1.302
14 H 1.356 3.997 -6.546  0.391
15 H 2.674 2.932 -5.913  0.390
16 H 1.847 4.099 -4.816  0.351
17 C -0.851 -3.225 -5.948  -1.600
18 H -0.862 -3.997 -5.169  0.425
19 H -0.507 -3.686 -6.888  0.441
20 H -1.874 -2.850 -6.089  0.405
21 C 1.918 -2.398 -5.941  -1.401
22 H 2.627 -1.556 -5.937  0.357
23 H 1.880 -2.821 -6.964  0.411
24 H 2.271 -3.184 -5.258  0.408
25 Sr 2.690 -0.318 -0.815  1.838
26 C -0.765 1.933 -2.747  -1.016
27 C -1.982 1.749 -3.285  -0.987
28 C -2.247 0.474 -3.982  1.238
29 C -2.411 -0.737 -3.022  -1.039
30 C -1.451 -1.778 -3.281  -1.411
31 C -0.082 -1.574 -3.675  0.099
32 C 0.681 -0.255 -3.216  0.657
33 C 0.090 0.765 -2.191  -0.221
34 C 1.052 -1.995 0.175  -1.486
35 H -0.414 2.930 -2.461  0.474
36 H -2.758 2.520 -3.263  0.400
37 H -1.383 0.273 -4.634  -1.894
38 H -3.140 0.539 -4.631  0.694
39 H -2.442 -0.397 -1.976  0.306
40 H -3.398 -1.178 -3.254  0.397
41 H -1.751 -2.819 -3.228  0.394
42 H 0.479 -2.431 -3.224  0.644
43 H 0.955 0.307 -4.129  -1.050
44 H 1.720 -0.632 -2.931  -0.026
45 H -0.430 0.231 -1.378  0.257
46 H 0.960 1.309 -1.722  0.619
47 H 1.584 -2.555 0.963  0.375
48 H 0.603 -2.716 -0.518  0.293
49 H 0.235 -1.453 0.664  0.312
50 Se 0.462 1.414 3.723  -0.274
51 C 1.341 0.986 2.271  -0.121
52 N 1.931 0.701 1.272  -0.698

=====

Entry 4:
The following is a DFT calculation (ωB97M-V/def2-TZVPD) of 2 unconnected molecules or ions with the total composition C21H25FN5O3S in a non-equilibrium geometry.

Values from the calculation:
* HOMO: -10.8 eV
* LUMO: -3.15 eV
* frontier orbital gap: 7.68 eV
* charge: +1
* spin multiplicity: 1
* DFT total energy: -49321.9317 eV

Each line ends with the Mulliken charge.
CARTESIAN COORDINATES (ANGSTROEM)
1 C 3.200 2.257 -1.518  -1.185
2 C 2.010 2.865 -0.713  0.096
3 S 1.518 4.503 -1.289  -0.170
4 C -0.020 4.974 -0.350  -1.084
5 C -0.944 3.743 -0.165  0.090
6 C -1.585 3.213 -1.342  -0.579
7 C -2.431 2.133 -1.270  0.301
8 C -3.079 1.711 -2.571  0.029
9 O -3.332 2.565 -3.381  -0.482
10 N -3.362 0.340 -2.913  -0.050
11 C -2.324 -0.272 -3.632  0.494
12 O -1.173 0.040 -3.523  -0.444
13 F -2.691 -1.273 -4.441  -0.246
14 C -2.689 1.499 -0.005  0.695
15 N -3.584 0.451 0.005  -0.365
16 C -3.768 -0.090 1.212  0.418
17 C -4.741 -1.283 1.301  -0.355
18 C -5.166 -1.828 -0.086  0.208
19 O -6.057 -2.636 -0.166  -0.465
20 C -3.075 0.393 2.374  -0.732
21 N -2.233 1.410 2.413  -0.647
22 C -2.067 1.956 1.169  0.376
23 C -1.187 3.109 1.037  -0.288
24 H 3.547 1.361 -0.969  0.288
25 H 4.039 2.957 -1.635  0.370
26 H 2.859 1.899 -2.504  0.327
27 H 2.274 2.951 0.357  0.321
28 H 1.181 2.135 -0.767  -0.035
29 H -0.560 5.661 -1.018  0.412
30 H 0.243 5.453 0.601  0.450
31 H -1.406 3.699 -2.307  0.467
32 H -3.684 -0.212 -2.121  0.103
33 H -4.281 -2.131 1.830  0.373
34 H -5.634 -0.918 1.832  0.312
35 H -4.706 -1.488 -1.038  0.135
36 H -3.276 -0.118 3.326  0.435
37 H -0.685 3.489 1.934  0.439
38 C 5.808 -3.794 1.332  -1.130
39 C 4.412 -4.179 1.788  -0.406
40 N 3.410 -3.162 1.437  0.175
41 C 3.397 -1.850 1.865  -0.606
42 C 2.278 -1.284 1.349  -0.382
43 N 1.636 -2.252 0.635  0.179
44 C 2.329 -3.384 0.690  -0.029
45 C 0.367 -2.031 -0.055  -0.838
46 H 6.141 -2.872 1.810  0.356
47 H 6.516 -4.580 1.590  0.368
48 H 5.837 -3.640 0.253  0.331
49 H 4.381 -4.317 2.869  0.309
50 H 4.115 -5.120 1.326  0.310
51 H 4.189 -1.481 2.492  0.442
52 H 1.840 -0.303 1.403  0.590
53 H 2.061 -4.316 0.221  0.384
54 H -0.380 -2.701 0.368  0.379
55 H 0.495 -2.248 -1.114  0.384
56 H 0.034 -1.004 0.070  0.172

=====

Entry 5:
The following is a DFT calculation (ωB97M-V/def2-TZVPD) of 9 unconnected molecules or ions with the total composition C22H62O14 in a non-equilibrium geometry.

Values from the calculation:
* HOMO: -9.1 eV
* LUMO: 0.43 eV
* frontier orbital gap: 9.52 eV
* charge: 0
* spin multiplicity: 1
* DFT total energy: -52474.9609 eV
* SMILES: COCCOC.COCCOC.COCCOC.COCCOC.COCCOC.CO.CO.O.O

Each line ends with the Mulliken charge.
CARTESIAN COORDINATES (ANGSTROEM)
1 C -12.150 -13.239 -16.374  -0.844
2 O -13.050 -13.080 -15.343  -0.233
3 C -13.092 -14.152 -14.413  -0.617
4 C -14.017 -13.585 -13.289  -0.430
5 O -15.372 -13.561 -13.743  -0.362
6 C -16.288 -13.247 -12.688  -0.430
7 H -11.122 -13.501 -16.123  0.321
8 H -12.071 -12.369 -17.025  0.265
9 H -12.477 -14.013 -17.068  0.327
10 H -12.164 -14.518 -13.972  0.400
11 H -13.601 -15.034 -14.802  0.282
12 H -13.800 -12.544 -13.053  0.222
13 H -13.860 -14.106 -12.345  0.444
14 H -17.286 -13.541 -13.013  0.179
15 H -16.226 -12.265 -12.218  0.018
16 H -15.951 -13.802 -11.813  0.409
17 C -23.398 -10.206 -10.721  -0.226
18 O -24.198 -9.059 -10.518  -0.393
19 C -25.044 -9.107 -9.378  -0.835
20 C -24.256 -9.205 -8.021  0.521
21 O -23.479 -8.063 -8.046  -0.326
22 C -22.517 -8.044 -6.958  -0.658
23 H -22.561 -10.124 -10.027  -0.036
24 H -23.084 -10.084 -11.758  0.074
25 H -23.958 -11.111 -10.487  0.498
26 H -25.776 -9.913 -9.425  0.404
27 H -25.578 -8.164 -9.493  0.354
28 H -23.533 -10.020 -8.003  -0.477
29 H -24.910 -9.376 -7.166  0.402
30 H -22.098 -9.016 -6.698  0.224
31 H -22.928 -7.526 -6.091  0.349
32 H -21.746 -7.285 -7.091  0.252
33 C -19.130 -9.517 -8.261  -0.472
34 O -18.073 -9.523 -9.222  0.001
35 C -16.774 -9.645 -8.684  -0.747
36 C -15.772 -9.712 -9.843  -0.003
37 O -15.680 -8.515 -10.557  -0.251
38 C -14.558 -8.363 -11.368  -0.897
39 H -20.089 -9.735 -8.732  -0.417
40 H -19.293 -8.510 -7.878  0.404
41 H -18.910 -10.211 -7.449  0.491
42 H -16.561 -10.509 -8.054  0.413
43 H -16.515 -8.727 -8.157  0.266
44 H -16.051 -10.532 -10.505  -0.236
45 H -14.792 -10.046 -9.501  0.596
46 H -14.639 -7.330 -11.705  0.262
47 H -14.540 -9.091 -12.180  0.301
48 H -13.655 -8.410 -10.759  0.382
49 C -18.099 -8.069 -12.430  -0.501
50 O -19.368 -7.560 -12.645  -0.400
51 C -20.146 -7.583 -11.478  0.420
52 C -21.602 -7.410 -12.053  -0.394
53 O -21.737 -6.337 -13.039  -0.430
54 C -21.489 -5.047 -12.425  -0.722
55 H -18.205 -9.144 -12.283  0.041
56 H -17.666 -7.802 -11.466  0.320
57 H -17.266 -8.002 -13.130  0.386
58 H -19.921 -6.821 -10.732  0.348
59 H -20.103 -8.540 -10.956  -0.366
60 H -22.277 -7.318 -11.203  0.536
61 H -21.897 -8.332 -12.555  -0.128
62 H -20.610 -5.106 -11.783  0.240
63 H -22.226 -4.816 -11.655  0.309
64 H -21.258 -4.243 -13.124  0.345
65 C -26.288 -13.435 -6.480  -0.855
66 O -24.925 -13.136 -6.593  -0.255
67 C -24.036 -14.270 -6.741  -0.531
68 C -22.523 -13.949 -6.479  -0.662
69 O -22.055 -13.290 -7.700  -0.208
70 C -21.308 -12.059 -7.529  -0.570
71 H -26.754 -12.480 -6.235  0.250
72 H -26.567 -14.050 -5.624  0.339
73 H -26.809 -13.650 -7.412  0.329
74 H -24.258 -14.813 -7.660  0.347
75 H -24.373 -14.968 -5.975  0.445
76 H -21.955 -14.872 -6.360  0.325
77 H -22.544 -13.370 -5.556  0.353
78 H -21.916 -11.269 -7.088  0.272
79 H -21.045 -11.762 -8.544  -0.141
80 H -20.453 -12.359 -6.923  0.454
81 C -21.443 -15.814 -12.601  -0.505
82 O -20.572 -15.566 -11.526  -0.540
83 H -22.504 -15.632 -12.434  0.215
84 H -21.095 -15.323 -13.510  0.209
85 H -21.330 -16.898 -12.642  0.292
86 H -20.584 -14.679 -11.160  0.299
87 C -19.806 -11.730 -11.557  -0.369
88 O -21.107 -12.231 -11.723  -0.027
89 H -19.644 -10.836 -12.159  0.214
90 H -19.654 -11.584 -10.487  0.107
91 H -18.991 -12.399 -11.832  -0.026
92 H -21.329 -12.050 -12.639  0.182
93 O -21.912 -11.387 -14.242  -0.542
94 H -21.655 -10.673 -14.825  0.274
95 H -22.242 -12.069 -14.828  0.239
96 O -23.111 -13.717 -10.321  -0.647
97 H -22.743 -13.929 -9.464  0.457
98 H -22.482 -13.107 -10.708  0.104

=====

Entry 6:
The following is a DFT calculation (ωB97M-V/def2-TZVPD) of a molecular structure, C7H7N2O2 in a non-equilibrium geometry.

Values from the calculation:
* HOMO (spin up / spin down): -0.7 / -4.8 eV
* LUMO (spin up / spin down): 3.89 / 1.65 eV
* frontier orbital gap (spin up / spin down): 4.58 / 6.45 eV
* charge: -1
* spin multiplicity: 3
* DFT total energy: -14443.6512 eV

Each line ends with the Löwdin spin population.
CARTESIAN COORDINATES (ANGSTROEM)
1 C -0.651 2.251 -0.931  0.244
2 C -1.415 1.099 -1.110  0.311
3 C 0.691 2.087 -0.666  0.118
4 C -0.824 -0.181 -0.980  0.141
5 C 1.297 0.870 -0.351  0.403
6 C 0.506 -0.321 -0.579  0.183
7 C -0.475 -1.506 2.645  0.005
8 N 1.146 -1.562 -0.379  0.363
9 N -0.695 -2.465 1.990  0.016
10 O 0.427 -2.725 -0.327  0.108
11 O -0.273 -0.708 3.551  0.005
12 H -0.958 3.266 -1.206  0.012
13 H -2.498 1.260 -1.407  0.021
14 H 1.223 3.059 -0.457  0.002
15 H -1.262 -1.117 -0.892  0.005
16 H 2.113 0.999 0.213  0.038
17 H 1.945 -1.692 0.205  0.015
18 H -0.297 -2.613 0.683  0.011

=====

- Number 4 is which compound?
  C21H25FN5O3S